[1]
The following is a quantum chemistry calculation of a 2-piece molecular cluster, C5H14S overall, from the Open Molecules 2025 dataset.

Structure (SMILES): CCSC.CC
ΔE to the lowest compared entry with this formula, charge and spin in kJ/mol: 96.1
E_LUMO in eV: 0.9

Geometry as XYZ:
```
20
Properties=species:S:1:pos:R:3:forces:R:3
H 0.010988 1.400089 -1.140459 0.6 0.3 1.1
H 0.993714 -2.404039 0.255723 -0.3 -0.1 0.1
H 1.392896 2.748870 -1.385178 -1.2 0.7 1.0
H 0.419915 3.072708 -3.605544 -0.4 0.3 0.1
H -1.094261 2.706790 -2.651887 -0.3 0.2 -0.6
H -0.203361 1.476246 -3.651740 -0.5 -0.1 0.2
S -1.249653 -2.482923 1.054559 0.1 -0.2 0.5
H -2.045877 -0.697385 2.318342 -0.3 -0.4 -0.3
C -0.136984 2.349079 -3.005463 1.3 0.3 0.7
C -0.204110 0.084744 1.831006 -0.3 -0.8 0.1
C -1.052165 -1.144916 2.240622 -0.4 1.3 0.5
H 0.500269 -4.029589 0.361275 -0.4 -0.4 0.4
H -0.219354 0.817820 2.635613 -0.1 0.1 0.0
C 0.435544 -3.098342 0.911523 1.1 1.4 -1.1
H -0.730096 0.484088 0.965145 0.5 0.3 -0.2
H 1.502577 1.349185 -2.119369 -0.5 -0.6 0.3
H 0.847134 -0.121534 1.628864 -0.1 -0.1 -0.3
H 1.048443 -3.075169 1.806038 -0.4 -0.5 0.5
C 0.689896 1.996133 -1.733670 1.1 -1.2 -2.7
H -0.905506 -1.431853 3.284595 0.6 -0.6 -0.2
```
Forces are in eV/Å.



[2]
The following is a quantum chemistry calculation of C27H20Cl2CoN3O2S as an isolated structure, from the Open Molecules 2025 dataset.

2S+1: 4
Expectation value of S²: 3.759
Total charge: -1
ΔE to the lowest compared entry with this formula, charge and spin in kJ/mol: 17.0
E_LUMO (spin up / spin down) in eV: 2.5 / 2.5

Geometry as XYZ:
```
56
Properties=species:S:1:pos:R:3:forces:R:3
O 1.636203 0.174869 0.289878 -0.4 -0.1 0.3
H 0.385141 -1.651740 -2.402894 0.0 0.0 0.0
H -4.007008 -4.878287 1.555514 0.0 0.0 0.0
C 2.352914 0.350622 -5.666156 0.0 0.0 0.0
H 3.830341 1.900647 -3.044037 0.0 0.0 0.0
C -1.958857 -2.194992 1.771234 0.1 0.1 0.0
C 1.130700 -0.066318 -3.620863 0.1 0.0 0.0
Co -0.548636 -0.200367 0.205304 0.5 -0.1 -0.6
C -2.737282 -3.269493 2.193936 0.0 0.0 0.1
C -3.233652 -3.736765 -0.101074 0.0 0.0 0.0
N -0.506282 -0.364799 2.267031 0.4 0.6 0.7
C -2.848273 3.459246 0.145995 0.1 -0.1 0.1
C -2.142933 2.533624 0.929370 -0.1 0.1 0.0
C 0.110409 0.670618 5.711506 0.0 0.0 -0.1
C -2.433442 -2.673192 -0.497061 0.0 0.1 0.0
C 3.114251 1.306559 -3.599757 0.0 0.0 0.0
H 2.009052 2.993787 4.130059 0.0 0.0 0.0
H -2.060452 2.501830 2.008713 0.0 0.0 0.0
H -3.436116 4.291333 0.505423 0.0 0.0 0.0
C 1.336232 2.153176 4.246605 0.0 0.0 0.0
O 1.613285 -2.031135 -0.118765 -0.1 0.1 0.1
H 4.077966 -1.879779 -0.232480 0.0 -0.1 0.0
C 3.690980 -1.046299 0.335142 0.1 0.0 0.2
H -3.010418 3.561625 -2.078539 0.0 0.0 0.0
H 4.101951 1.586535 -5.491070 0.0 0.0 0.0
H -3.747436 -4.336054 -0.846995 0.0 0.0 0.0
C -1.250483 1.120714 -2.164168 -0.2 0.2 0.1
C -1.255922 -1.311077 2.712387 -0.4 -0.5 0.0
C -3.388115 -4.043532 1.249127 0.0 0.0 0.0
C -1.800543 1.963117 -1.137234 0.1 -0.1 0.0
H 0.577304 -0.849047 -5.537880 0.0 0.0 0.0
H -2.827830 -3.504800 3.252371 0.0 0.0 -0.1
C -0.340028 0.006117 4.573901 -0.1 -0.1 0.1
C 0.886727 1.490378 3.121628 0.1 0.1 -0.1
C 2.050161 0.719787 -2.928420 0.1 0.0 0.0
H -1.411661 1.368761 -3.217665 0.0 0.1 0.0
S -1.385162 -1.372690 4.448131 -0.2 -0.2 0.2
H -0.187616 0.346585 6.700948 0.0 0.0 0.0
C -1.771634 -1.845244 0.419731 -0.2 -0.3 0.3
C 3.270019 1.126463 -4.970411 0.0 0.0 0.0
H 2.458881 0.210472 -6.735636 0.0 0.0 0.0
H 1.315092 2.293622 6.398369 0.0 0.0 0.0
H 1.190686 1.774030 2.121963 0.0 0.0 0.0
H 1.931928 0.857576 -1.856131 0.0 0.0 -0.1
H -2.331551 -2.484608 -1.564789 0.0 0.0 0.1
C 1.291806 -0.242397 -4.991363 0.0 0.0 0.0
Cl 4.558942 0.413147 -0.196906 0.0 -0.1 0.0
H -0.765837 -1.060433 -3.599317 0.0 0.0 0.0
C 0.029795 0.405165 3.289170 0.1 0.0 -0.1
C -2.623682 3.089419 -1.186099 0.0 0.0 -0.1
Cl 4.039445 -1.383867 2.057807 0.0 0.0 -0.1
C 0.001595 -0.748781 -2.883035 0.0 0.0 0.1
N -0.578103 0.080680 -1.831453 0.1 0.1 -0.6
C 0.950605 1.753312 5.533755 0.0 0.0 -0.1
N -1.513160 1.631994 0.166383 -0.1 0.1 -0.2
C 2.159688 -0.960098 0.158802 0.1 0.0 -0.3
```
Forces are in eV/Å.



[3]
The following is a quantum chemistry calculation of one molecule with the formula C6H14BN3, from the Open Molecules 2025 dataset.

E_LUMO in eV: 0.4

Geometry as XYZ:
```
24
Properties=species:S:1:pos:R:3:forces:R:3
H -1.939695 -0.580110 -1.815185 -0.1 -0.1 0.0
H 2.992040 0.246812 -0.643818 -0.2 0.1 -0.1
C -1.984199 0.425462 -1.397040 0.2 0.2 0.2
C 1.132899 -1.564254 1.529148 -0.1 0.4 0.0
B 0.913092 0.166477 -0.843298 -3.0 -1.4 2.2
C 2.327976 -0.750195 1.036323 0.0 -0.2 0.5
H -1.117981 2.358536 -1.786161 0.0 -0.2 -0.1
N 0.431508 0.959743 -1.859909 0.1 0.1 -0.5
H -1.149470 1.265989 -3.184049 0.0 0.1 0.2
C -0.959808 1.314940 -2.103081 -0.6 0.1 0.0
H 1.398514 -1.985059 2.500912 0.1 0.0 0.0
H 1.061725 1.462313 -2.469797 0.1 -0.1 0.2
H 0.040016 0.243437 2.067563 0.0 -0.1 0.0
H 0.941776 -2.379469 0.831319 0.0 -0.1 0.0
H -2.970776 0.847489 -1.599360 0.0 0.0 -0.1
H 3.199628 -1.414658 0.974866 -0.1 0.1 0.0
H -2.729794 -0.035430 0.576867 0.1 0.2 0.0
H 2.556163 0.030576 1.779236 0.0 -0.2 -0.1
N 2.130243 -0.122593 -0.263891 0.4 -0.1 -0.1
H -0.848214 -1.271289 2.346246 0.1 0.1 0.0
N -0.784906 -0.719526 0.347257 3.4 1.4 -2.6
H -1.526998 1.274593 0.558754 -0.1 -0.1 0.0
C -0.168626 -0.759156 1.640764 0.0 -0.2 0.3
C -1.777319 0.287969 0.116987 -0.4 0.0 0.0
```
Forces are in eV/Å.



[4]
The following is a quantum chemistry calculation of a 3-piece molecular cluster, C7H16O2 overall, from the Open Molecules 2025 dataset.

Structure (SMILES): C=C(/C=C/C)CC.O.O
ΔE to the lowest compared entry with this formula, charge and spin in kJ/mol: 356.1
E_LUMO in eV: 0.5

Geometry as XYZ:
```
25
Properties=species:S:1:pos:R:3:forces:R:3
H 2.254712 1.970610 -2.043455 -0.3 -0.7 0.9
C 0.415154 0.486706 0.382263 -0.6 0.5 -2.0
H 2.866556 0.268541 1.179632 0.7 -1.2 1.4
H -2.566609 -1.566879 0.327019 -0.7 -0.8 1.6
H -0.028096 -1.835702 -0.947692 5.6 -0.1 0.9
C -0.747720 -0.271901 0.843915 -2.7 -2.2 0.2
C 2.191315 1.392312 -1.070542 1.3 -2.2 -3.5
H -1.861828 -1.119524 2.462304 -0.5 -0.2 -0.3
H -3.035194 2.040942 0.075933 -0.3 0.2 0.1
O 3.195374 -0.504549 1.737429 -0.8 1.3 -1.7
H 0.396537 0.113739 -1.697822 -0.4 -0.6 -1.3
H 2.424094 2.112708 -0.335066 0.0 0.4 1.3
H -1.750933 1.678290 -0.491452 3.0 -2.5 0.2
C -1.757351 -1.034676 -0.060816 1.8 3.0 -4.6
O -2.391639 2.306101 -0.584813 -2.8 2.6 -0.3
H -1.225212 -1.524030 -2.054840 -0.2 0.7 -2.4
H -0.496962 -0.045926 2.959248 -0.1 -0.2 -0.5
C -1.060443 -0.498147 2.123790 1.6 1.4 1.3
H 0.790590 1.102033 1.201932 0.6 -0.2 -0.3
H 3.065046 -1.201527 1.075759 0.1 -0.2 0.4
H 3.124479 0.614576 -1.188263 -2.2 1.8 0.5
H -1.376550 -2.912396 -1.065720 0.4 -0.2 -0.1
C 0.875264 0.610821 -0.917615 1.3 1.5 4.7
H -2.325543 -0.277874 -0.775630 1.0 -1.0 1.6
C -0.975053 -1.904238 -1.135491 -6.1 -0.8 2.0
```
Forces are in eV/Å.



no.,molar mass (Da),electronic energy (eV)
1,106.23,-16246.3056
2,580.38,-110400.0640
3,139.01,-11595.8827
4,132.20,-11610.5600